This record from the Open Molecules 2025 dataset describes C31H56N3O2P2Sn as an isolated structure at a distorted geometry. The level of theory is wB97M-V/def2-TZVPD.

The highest occupied orbital energy comes out at -0.3101 Ha. Its lowest unoccupied orbital energy is -0.0801 hartree. For the electronic energy, the calculation gives -2426.26559 Ha. Its energy relative to the best compared isomer or geometry (same formula, charge and spin) is 64.9 kcal/mol. The total charge is +1. The value obtained for the frontier orbital gap is 6.26 eV.

CARTESIAN COORDINATES (ANGSTROEM)
C1 -0.968 3.320 4.397
H1 -0.369 4.229 -0.154
H2 0.160 0.822 -4.189
C2 0.951 4.630 2.173
H3 1.754 2.656 4.282
C3 2.400 2.736 1.355
H4 2.845 -3.561 -1.269
H5 -1.306 0.851 5.394
C4 -2.364 -1.562 2.115
H6 0.820 2.638 -3.092
N1 3.114 -2.484 3.428
P1 -0.190 2.013 2.000
H7 -2.064 -4.388 -2.922
C5 2.103 0.726 -1.790
C6 -2.367 1.328 -2.743
H8 -3.478 3.564 -0.455
C7 1.187 0.467 -4.334
H9 3.201 -3.231 4.110
H10 2.321 -1.895 -0.873
C8 3.577 0.466 -3.479
H11 1.355 4.307 -0.565
N2 1.614 0.392 -0.758
C9 -2.944 2.731 -0.890
C10 -1.690 0.452 -1.865
O1 1.845 -1.235 2.065
H12 3.924 -1.923 3.207
H13 -3.579 -4.351 -0.140
C11 0.986 3.341 1.337
C12 1.071 -2.843 -3.152
H14 -2.621 2.124 2.040
C13 -2.444 -2.938 -1.280
C14 -0.329 2.022 3.878
C15 -3.539 -1.886 -0.977
H15 -2.358 1.046 -3.790
H16 3.818 0.170 -4.490
C16 -1.241 0.856 4.295
H17 -0.061 5.048 2.262
P2 -0.739 -2.051 -1.149
H18 2.197 3.083 -4.054
C17 0.579 3.676 -0.106
H19 -3.604 -1.119 -1.765
H20 1.281 -5.299 -1.824
H21 1.105 -3.922 3.850
H22 -2.260 0.971 3.904
H23 3.108 3.477 0.951
H24 1.448 -1.817 -3.189
H25 1.150 -0.618 -4.444
H26 -2.206 -3.662 0.746
H27 0.215 -2.944 -3.832
H28 -0.315 4.195 4.310
C18 0.766 -3.210 -1.713
H29 -1.928 -4.909 -0.503
C19 -2.101 1.976 -0.087
C20 1.084 1.801 4.451
H30 2.726 2.473 2.371
Sn1 -0.173 -0.418 1.021
H31 -2.166 -2.714 -3.469
O2 -3.261 -1.685 2.810
C21 1.904 2.503 -3.191
H32 1.568 5.384 1.662
H33 -1.923 3.586 1.410
H34 1.484 0.832 -5.337
C22 -1.537 -0.914 -2.252
H35 -4.530 -2.361 -0.947
H36 -1.222 -1.043 -3.301
C23 1.921 -2.195 2.902
H37 -3.333 -1.387 -0.017
H38 2.446 1.833 0.737
H39 4.309 1.190 -3.132
C24 -1.844 2.482 1.341
H40 0.487 2.766 -0.711
C25 2.019 -2.950 -0.860
H41 1.868 -3.262 0.183
C26 0.401 -4.690 -1.551
H42 -0.845 -0.118 3.983
H43 1.556 0.903 4.023
N3 -1.538 0.846 -0.544
H44 -3.635 -3.531 -2.993
H45 0.137 -2.442 4.061
H46 1.007 1.651 5.538
C27 2.171 1.010 -3.260
H47 -1.188 3.184 5.467
H48 1.880 -3.485 -3.529
H49 3.748 -0.436 -2.865
C28 0.755 -3.010 3.344
H50 -1.918 3.537 3.890
H51 2.352 2.969 -2.309
C29 -2.529 -4.035 -0.235
C30 -2.569 -3.430 -2.737
H52 1.383 4.498 3.172
C31 -3.045 2.411 -2.235
H53 0.129 -3.311 2.488
H54 -3.643 3.007 -2.905
H55 -0.429 -4.999 -2.200
H56 0.161 -4.915 -0.502

Here are the Mulliken charges for atoms 1 to 2, given in e: -1.64, 0.26